Entry 1:
This record from the OMol25 dataset describes a structure of composition C63H46NP2Ru at a distorted geometry. The level of theory is ωB97M-V/def2-TZVPD.

XYZ file:
```
113
Properties=species:S:1:pos:R:3:forces:R:3
Ru 0.048008 0.063747 -0.027644 1.375 -2.029 1.120
C 3.888424 -0.310545 2.199429 0.003 0.020 -0.019
C 3.807679 0.815720 3.015208 0.110 0.026 0.034
C 2.639230 1.552893 3.030161 0.094 0.060 0.160
C 1.560346 1.191392 2.220751 0.151 0.153 0.121
C 1.636864 0.093065 1.347959 -0.183 0.458 -0.324
C 2.824847 -0.657222 1.382988 -0.214 0.035 0.198
C 0.280928 1.904595 2.285371 0.749 0.319 0.671
C 0.043887 2.950880 3.218213 0.488 -0.122 0.111
C -1.169284 3.532071 3.295779 -0.017 0.338 0.343
C -2.206288 3.078439 2.469675 -0.257 -0.297 -0.385
C -3.514799 3.616120 2.546684 0.303 0.060 0.166
C -4.505699 3.113919 1.770634 -0.308 -0.323 -0.328
C -4.225020 2.041107 0.886084 -0.386 0.276 0.099
C -2.975469 1.516726 0.781231 0.268 0.056 0.051
C -1.914453 2.031543 1.561962 -0.172 0.079 0.003
N -0.649832 1.481639 1.471847 -1.023 0.284 -0.463
H 4.791022 -0.912542 2.187718 -0.040 0.028 0.002
H 4.649151 1.113184 3.631999 -0.078 -0.045 -0.043
H 2.578382 2.422686 3.677699 0.036 -0.137 -0.080
H 2.912933 -1.548408 0.779749 -0.006 -0.020 -0.063
H 0.839973 3.277510 3.871061 -0.026 -0.040 -0.048
H -1.363169 4.328225 4.010279 0.036 -0.058 -0.100
H -3.710021 4.427561 3.240592 0.066 -0.055 -0.020
H -5.509481 3.518213 1.845048 0.060 -0.060 -0.086
H -5.018700 1.621813 0.278306 -0.010 0.035 0.058
H -2.786072 0.697802 0.111265 0.112 -0.095 -0.150
C 6.691695 -0.920043 -2.448001 -0.033 0.118 -0.030
C 6.169806 0.321860 -2.794630 -0.064 -0.048 0.044
C 4.847328 0.638907 -2.501079 0.041 -0.129 -0.011
C 4.024644 -0.296550 -1.870074 -0.053 -0.652 0.346
C 4.562718 -1.536875 -1.521087 0.040 -0.021 -0.093
C 5.886697 -1.849556 -1.806352 -0.085 -0.033 0.054
P 2.227285 -0.008486 -1.550048 -0.918 1.463 -0.244
C 2.325800 1.830047 -1.564852 0.073 0.019 -0.218
C 1.727645 2.621633 -2.538436 0.053 -0.044 -0.007
C 1.796750 4.007583 -2.469722 -0.020 -0.023 -0.023
C 2.474657 4.618384 -1.423140 0.018 0.002 -0.002
C 3.112192 3.835696 -0.466588 -0.025 -0.107 0.017
C 3.047580 2.448790 -0.542312 -0.082 0.098 0.070
C 1.429314 -0.603751 -3.066903 -0.020 -0.293 0.169
C 2.008974 -0.595114 -4.308708 0.030 0.052 -0.183
C 1.421608 -1.295324 -5.382439 0.163 0.136 -0.049
C 0.292458 -2.031923 -5.173485 -0.081 -0.048 0.021
C -0.338024 -2.065848 -3.907255 0.091 0.117 0.102
C -1.524763 -2.815093 -3.711292 0.015 -0.042 -0.155
C -2.151816 -2.765569 -2.508638 -0.060 0.032 0.265
C -1.620651 -1.975060 -1.457944 0.060 -0.178 -0.294
C -0.437422 -1.283069 -1.544042 -0.440 0.172 -0.291
C 0.215317 -1.318458 -2.829184 0.095 -0.121 0.014
H 7.723918 -1.159589 -2.676686 -0.054 0.021 0.015
H 6.795316 1.052475 -3.296375 -0.051 -0.048 0.042
H 4.457788 1.612031 -2.768925 0.019 -0.011 -0.004
H 3.932726 -2.273255 -1.030396 0.057 0.023 -0.058
H 6.288968 -2.817577 -1.526191 -0.051 0.073 -0.026
H 1.203107 2.135399 -3.348688 -0.077 0.038 -0.015
H 1.309913 4.610391 -3.230767 0.037 -0.071 0.074
H 2.516478 5.701062 -1.359775 0.006 -0.096 -0.003
H 3.660822 4.303101 0.344855 -0.024 -0.036 -0.066
H 3.572144 1.845156 0.192555 -0.060 0.044 0.027
H 2.934608 -0.056184 -4.474349 0.041 -0.038 0.031
H 1.883252 -1.265723 -6.364630 -0.023 0.002 0.113
H -0.146396 -2.603889 -5.986542 0.021 0.044 0.073
H -1.927019 -3.401330 -4.532626 0.046 0.078 0.048
H -3.078481 -3.313777 -2.355211 0.099 0.072 0.031
H -2.204920 -1.901754 -0.557962 -0.042 0.042 0.058
C -0.866372 1.191851 -1.408276 0.098 0.386 -0.283
C -1.409919 1.919172 -2.217809 -0.309 0.295 -0.343
C -2.083814 2.790413 -3.153841 0.104 -0.127 0.217
C -3.363588 3.281022 -2.867871 0.022 0.064 -0.051
C -4.019598 4.125036 -3.753693 0.018 -0.066 0.081
C -3.409880 4.507138 -4.941478 0.044 0.001 -0.013
C -2.139454 4.029246 -5.237409 0.028 -0.056 0.083
C -1.484855 3.175338 -4.357189 -0.039 0.042 -0.121
H -3.829120 2.995764 -1.934598 -0.036 -0.011 0.037
H -5.012500 4.490004 -3.513470 0.064 -0.026 0.004
H -3.919752 5.172498 -5.630178 0.044 -0.062 0.052
H -1.655069 4.320479 -6.162397 -0.006 -0.031 0.035
H -0.502875 2.794744 -4.608660 -0.019 -0.006 0.018
C 0.744415 -2.972714 6.089581 -0.040 -0.009 -0.014
C -0.451164 -3.444611 5.553736 0.001 0.015 -0.025
C -0.868584 -3.018769 4.303817 -0.021 -0.004 -0.009
C -0.104440 -2.117569 3.549363 -0.063 0.127 0.093
C 1.083651 -1.647721 4.102810 -0.208 -0.152 0.079
C 1.504820 -2.074330 5.362831 -0.023 0.031 -0.047
P -0.751007 -1.673793 1.853593 0.370 -0.347 -0.557
C -0.724658 -3.380962 1.159656 -0.089 -0.013 0.059
C 0.416848 -3.715176 0.433197 -0.045 -0.101 -0.015
C 0.584392 -4.991774 -0.082616 0.000 0.042 0.005
C -0.399675 -5.953429 0.109162 0.006 0.003 0.000
C -1.543350 -5.632187 0.825678 -0.024 0.096 0.047
C -1.703243 -4.353782 1.354040 0.064 -0.067 -0.041
C -2.485237 -1.309739 2.313132 -0.009 0.081 -0.072
C -3.586769 -1.742331 1.577345 -0.155 0.018 0.070
C -4.874575 -1.352355 1.933097 0.058 0.009 -0.025
C -5.074954 -0.501619 3.009872 0.028 0.009 0.046
C -3.980764 -0.035231 3.729887 0.063 -0.033 0.000
C -2.697746 -0.437347 3.384229 -0.107 0.015 0.043
H 1.071088 -3.302811 7.070015 -0.020 0.019 -0.081
H -1.060356 -4.147895 6.112363 0.046 0.070 -0.050
H -1.809168 -3.392873 3.912327 0.100 0.039 0.040
H 1.692203 -0.948730 3.568776 0.158 0.188 -0.139
H 2.435359 -1.690798 5.769338 -0.081 -0.025 -0.057
H 1.162332 -2.951883 0.249585 0.037 0.030 -0.032
H 1.475670 -5.231759 -0.651995 -0.052 0.027 0.039
H -0.276968 -6.949671 -0.301795 -0.010 0.077 0.023
H -2.316212 -6.378166 0.979407 0.052 0.072 -0.011
H -2.601749 -4.125388 1.912715 0.017 -0.018 0.006
H -3.453519 -2.388475 0.720472 -0.072 -0.041 0.102
H -5.722281 -1.709229 1.357678 0.075 0.011 0.032
H -6.079290 -0.195297 3.284275 0.094 -0.019 -0.028
H -4.125552 0.649121 4.559783 0.022 -0.067 -0.072
H -1.848168 -0.064219 3.949399 -0.059 -0.038 0.008
```
Forces are in eV/Å.

## Properties
Total charge ... 0
Energy ... -3260.620358 a.u.
2S+1 ... 2



Entry 2:
This record from the OMol25 dataset describes a structure of composition C63H46NP2Ru at a distorted geometry. The level of theory is ωB97M-V/def2-TZVPD.

XYZ file:
```
113
Properties=species:S:1:pos:R:3:forces:R:3
Ru 0.391246 -0.896490 0.149412 0.559 -0.193 0.134
C 2.581499 1.418752 4.838629 0.109 -0.048 0.003
C 3.672174 0.345999 5.026104 -0.179 -0.171 -0.131
C 3.121947 -1.513139 3.931677 -0.086 0.241 0.027
C 2.173729 -1.771560 2.798999 0.001 -0.148 0.015
C 1.556116 -0.817771 2.062575 -0.259 0.087 -0.035
C 1.618130 1.141906 3.726345 0.301 -0.144 -0.028
C 1.784088 -3.143809 2.409308 0.208 0.173 0.374
C 1.702728 -4.319595 3.251826 -0.036 0.028 0.110
C 1.144851 -5.501524 2.757936 0.025 0.080 0.108
C 0.482398 -5.485685 1.537800 -0.034 -0.073 -0.168
C -0.216919 -6.550652 0.858678 0.086 0.111 0.152
C -0.889784 -6.349004 -0.296208 -0.076 0.133 -0.166
C -0.966315 -5.040072 -1.059637 -0.158 0.068 0.190
C 0.050750 -4.001500 -0.545946 -0.154 -0.036 0.049
C 0.364812 -4.165993 0.918287 -0.269 -0.044 -0.045
N 1.352475 -3.195331 1.197418 -0.005 -0.101 -0.325
H 2.636647 2.395960 5.306907 -0.064 -0.080 -0.056
H 4.367063 0.575062 5.828862 0.005 -0.031 0.061
H 3.577037 -2.460427 4.225340 0.052 0.048 0.083
H 0.824436 1.875785 3.740072 -0.034 0.100 0.049
H 2.103334 -4.287645 4.259984 -0.014 -0.004 -0.113
H 1.196818 -6.414098 3.346393 0.000 0.079 -0.037
H -0.227793 -7.541144 1.309491 0.020 0.108 -0.033
H -1.418760 -7.195071 -0.730487 0.038 0.084 0.027
H -0.783646 -5.255190 -2.114722 -0.002 0.052 -0.026
H 0.926100 -3.916384 -1.188547 0.035 -0.032 -0.027
C -2.928836 0.441053 -6.222570 -0.048 0.032 0.069
C -1.720220 -0.229085 -6.101964 0.051 -0.036 0.091
C -1.142803 -0.411236 -4.846734 -0.096 -0.047 -0.024
C -1.748746 0.075939 -3.690892 -0.069 -0.047 -0.013
C -2.977573 0.724750 -3.828138 0.099 0.022 -0.078
C -3.561119 0.912796 -5.076553 0.079 -0.043 -0.001
P -1.087024 -0.384180 -1.915704 -0.429 0.247 -0.994
C 0.719065 -0.217017 -2.529160 0.066 0.098 0.367
C 1.030820 0.937094 -3.251452 0.025 0.067 0.030
C 2.341911 1.223239 -3.598463 -0.009 0.151 0.096
C 3.375965 0.396799 -3.174382 0.062 0.077 -0.055
C 3.081584 -0.735724 -2.438094 0.112 -0.162 0.045
C 1.763754 -1.052584 -2.125869 -0.146 -0.055 -0.464
C -2.209276 -1.921705 -1.988478 -0.166 0.198 -0.033
C -3.149298 -2.306282 -3.008626 -0.049 -0.068 0.023
C -3.662005 -3.631328 -3.024519 0.074 0.254 -0.053
C -3.315615 -4.573676 -2.111065 0.108 -0.135 0.181
C -2.373628 -4.257348 -0.992625 -0.056 -0.088 0.087
C -2.971318 -4.467698 0.396014 0.004 -0.077 -0.306
C -2.274691 -4.045053 1.442656 0.163 0.092 0.128
C -0.979140 -3.317820 1.266848 -0.069 -0.320 -0.247
C -0.741147 -2.689243 -0.155553 0.130 0.041 0.217
C -1.886526 -2.815160 -1.040374 0.052 -0.322 0.009
H -3.379281 0.589333 -7.198316 0.030 -0.017 0.081
H -1.225864 -0.620236 -6.986116 -0.024 0.044 0.095
H -0.206037 -0.953397 -4.774714 -0.033 0.012 -0.035
H -3.501280 1.069937 -2.942747 0.016 -0.035 -0.057
H -4.517064 1.420079 -5.154153 0.045 -0.022 0.007
H 0.240397 1.609758 -3.560442 0.018 -0.003 0.031
H 2.556924 2.117291 -4.176838 -0.016 -0.100 0.041
H 4.404437 0.631223 -3.426550 -0.078 -0.005 0.017
H 3.876377 -1.398052 -2.113029 -0.061 0.032 -0.012
H 1.564126 -2.002371 -1.651681 -0.071 -0.149 0.226
H -3.470016 -1.632578 -3.787986 0.062 -0.033 0.086
H -4.350358 -3.895761 -3.822804 0.067 0.047 0.071
H -3.709761 -5.586870 -2.187636 0.038 0.168 0.054
H -3.923754 -4.986201 0.489609 0.136 0.099 -0.014
H -2.643229 -4.195096 2.455238 0.039 0.017 -0.106
H -0.796630 -2.665996 2.115221 0.063 0.113 0.120
C -1.585575 1.274112 -1.378189 0.258 -0.918 -0.069
C -1.649332 2.475847 -1.444868 -0.199 0.917 -0.119
C -1.868870 3.860800 -1.816537 -0.066 -0.145 0.039
C -1.110418 4.925887 -1.324326 -0.080 -0.104 -0.042
C -1.330273 6.216488 -1.785266 -0.002 -0.063 0.021
C -2.310216 6.465207 -2.735798 -0.008 -0.019 -0.011
C -3.079622 5.416167 -3.224017 0.024 -0.042 0.055
C -2.861753 4.124421 -2.771192 0.005 -0.062 0.050
H -0.340812 4.741891 -0.593484 0.153 -0.080 0.143
H -0.728218 7.029689 -1.398009 -0.017 -0.034 -0.015
H -2.472345 7.473356 -3.098605 -0.004 -0.044 0.027
H -3.849018 5.603189 -3.963152 0.028 -0.012 0.021
H -3.450136 3.299362 -3.156808 0.068 0.132 0.017
C 3.063659 5.347035 0.350058 -0.003 -0.032 -0.026
C 2.845808 4.470494 -0.703832 -0.019 -0.006 0.054
C 2.110083 3.308353 -0.493545 -0.044 0.149 0.015
C 1.583767 3.007391 0.758225 -0.111 0.044 -0.293
C 1.821459 3.887763 1.814704 0.052 0.151 0.052
C 2.549984 5.052078 1.608998 -0.038 -0.053 0.026
P 0.789647 1.373982 1.000918 -0.045 0.239 0.813
C 1.917504 0.647225 2.305025 0.338 -0.182 0.002
C 1.497127 0.330049 4.983566 -0.064 -0.124 0.021
C 2.578454 -0.744482 5.179532 0.158 0.135 -0.185
C 4.265256 -0.401169 3.794705 -0.201 0.061 -0.111
C 4.407708 0.329220 2.501580 -0.080 -0.081 0.116
C 3.366814 0.816110 1.834634 -0.329 -0.027 0.133
C -0.755230 1.751612 1.934890 -0.134 -0.053 -0.086
C -1.525467 0.663859 2.364602 -0.138 0.411 0.052
C -2.726024 0.851973 3.035089 0.072 0.008 -0.035
C -3.194176 2.138156 3.274025 -0.022 0.009 0.048
C -2.449331 3.226109 2.846276 0.063 0.003 -0.020
C -1.235921 3.033441 2.189585 -0.123 -0.016 -0.058
H 3.639861 6.253794 0.198012 -0.054 -0.073 0.006
H 3.249889 4.685415 -1.686968 -0.033 -0.014 0.052
H 1.936355 2.621827 -1.307244 0.011 -0.105 -0.164
H 1.445104 3.666054 2.807256 0.069 0.040 -0.093
H 2.724745 5.728807 2.438374 -0.003 -0.048 -0.050
H 0.577581 0.355607 5.557554 0.057 0.050 -0.059
H 2.469570 -1.313635 6.100640 0.019 0.022 -0.003
H 5.223614 -0.833254 4.070363 0.058 -0.108 0.027
H 5.398924 0.409034 2.059586 -0.099 0.037 0.058
H 3.543032 1.261269 0.862158 -0.055 0.096 -0.044
H -1.181222 -0.334694 2.171567 0.147 -0.412 -0.063
H -3.303328 -0.007105 3.361633 0.070 0.058 -0.047
H -4.136799 2.289999 3.790183 0.081 -0.014 -0.061
H -2.812567 4.234380 3.017702 0.052 -0.078 -0.016
H -0.677573 3.897910 1.862542 -0.003 0.057 -0.052
```
Forces are in eV/Å.

## Properties
Total charge ... 0
Energy ... -3260.176353 a.u.
2S+1 ... 6